# 1
ORCA calculation (ωB97M-V/def2-TZVPD) on a 5-piece molecular cluster, C31H48INO19PS3 overall at a distorted geometry.

Geometry as XYZ:
```
104
Properties=species:S:1:pos:R:3:mulliken_charge:R:1
C 4.90339 -0.99067 2.03281 -1.650
C 4.41145 0.18364 1.10869 0.868
C 4.43630 1.62572 1.74888 -1.410
I 5.30435 1.59484 3.78039 0.004
C 3.03395 2.37175 1.87623 1.912
C 3.45107 3.89092 2.03221 -0.212
O 4.07206 4.52008 1.18141 -0.712
O 3.13882 4.43587 3.15356 -0.748
O 2.53587 1.93899 3.17828 -0.202
C 1.52156 1.01196 3.06931 0.259
O 0.92620 0.47497 3.91802 -0.521
O 1.31199 0.81708 1.68732 -0.014
C 1.80014 1.97465 1.00550 0.294
C 0.70145 3.08676 1.33153 -2.177
C -0.80689 2.60961 1.31380 0.949
C -1.75325 3.66324 0.55915 -0.727
S -2.80845 2.82346 -0.70043 -0.154
C -4.37081 2.31527 0.16052 0.145
S -5.39841 3.56642 0.51437 -0.244
N -4.69175 0.97251 0.46914 0.068
C -3.69692 -0.00300 -0.00534 -0.031
C -3.81915 -0.32277 -1.55311 -0.838
C -5.03325 0.77105 1.89121 -0.861
C -3.79878 0.59814 2.86845 -0.293
P 1.86649 2.00374 -0.85973 0.486
O 2.71546 0.74695 -1.53194 -0.258
O 0.34572 1.92481 -1.52374 -0.535
S 2.65666 3.64782 -1.55774 -0.333
H 4.81646 -1.92654 1.41909 0.340
H 5.98836 -0.91948 2.28763 0.425
H 4.26085 -1.12840 2.93221 0.374
H 5.13235 0.20331 0.24637 0.260
H 3.43598 -0.13587 0.68548 -0.310
H 5.14040 2.27206 1.17413 0.847
H 0.86958 3.56072 2.33361 0.150
H 0.77076 3.92728 0.59229 0.924
H -0.98267 1.63676 0.80381 -0.303
H -1.16588 2.60707 2.37401 -0.064
H -1.15630 4.43107 0.00763 0.461
H -2.44074 4.18840 1.26014 0.394
H -2.64445 0.22537 0.27671 -0.353
H -3.93992 -0.96688 0.51836 0.434
H -2.85444 -0.20377 -2.09253 0.249
H -4.10397 -1.39861 -1.66577 0.000
H -4.62046 0.34440 -1.96088 0.446
H -5.61143 -0.19202 1.93842 0.339
H -5.70059 1.54499 2.31843 0.430
H -3.85120 -0.41937 3.33413 0.364
H -3.93400 1.31853 3.71421 0.174
H -2.80773 0.81401 2.41844 -0.069
H 3.55148 1.14525 -1.83037 0.169
H 0.19507 2.76676 -1.98810 0.319
C 1.96407 -4.69469 0.23390 -1.730
C 1.13261 -3.52167 -0.21792 1.056
C 0.14452 -3.03174 0.80011 -0.382
O -0.87060 -2.45437 -0.02601 -0.162
C -0.83161 -3.11453 -1.21251 0.469
O -1.66771 -3.02357 -2.05590 -0.522
O 0.27170 -3.89462 -1.30481 -0.385
H 2.54033 -5.08644 -0.59961 0.399
H 2.64718 -4.40801 1.03029 0.339
H 1.33422 -5.51373 0.59341 0.425
H 1.78280 -2.71287 -0.56433 -0.007
H 0.56836 -2.28828 1.47428 0.218
H -0.30723 -3.83412 1.39057 0.267
C 0.53213 2.34188 6.22048 -1.139
C -0.34253 3.51941 5.86176 0.504
C -1.22840 3.99118 6.98187 -0.601
O -2.32218 4.58079 6.27332 -0.371
C -2.40156 3.94240 5.07362 0.411
O -3.30691 4.04858 4.31082 -0.472
O -1.30680 3.16343 4.86126 -0.075
H 1.03068 1.95286 5.33277 -0.032
H 1.28938 2.62677 6.95259 0.386
H -0.06273 1.52205 6.63084 0.373
H 0.27058 4.33347 5.46266 0.286
H -0.74089 4.72463 7.62279 0.317
H -1.61709 3.17701 7.60036 0.313
C 5.25944 -0.87989 -5.11188 -1.388
C 4.82116 -2.24974 -4.64849 0.494
C 3.37968 -2.56435 -4.93992 -0.444
O 3.06504 -3.50503 -3.91132 -0.297
C 3.88319 -3.22787 -2.86295 0.576
O 3.76137 -3.68865 -1.77452 -0.500
O 4.85668 -2.34686 -3.22089 -0.308
H 6.25897 -0.65305 -4.73752 0.358
H 5.26960 -0.82017 -6.20118 0.388
H 4.59575 -0.10348 -4.72467 0.257
H 5.49028 -3.01572 -5.05391 0.249
H 3.23585 -3.00429 -5.92592 0.303
H 2.71647 -1.70154 -4.83272 0.312
C -3.37120 -3.22464 -4.25673 -1.124
C -4.45158 -3.70605 -5.19708 0.573
C -3.98115 -3.93237 -6.60668 -0.512
O -5.17943 -3.73151 -7.35987 -0.344
C -5.95731 -2.87603 -6.63920 0.619
O -6.93683 -2.34819 -7.05440 -0.535
O -5.46095 -2.70462 -5.38511 -0.335
H -3.80126 -2.93374 -3.30044 0.051
H -2.62680 -4.00043 -4.08407 0.409
H -2.86862 -2.34064 -4.65528 0.301
H -4.93666 -4.59788 -4.78656 0.297
H -3.58845 -4.93636 -6.76305 0.311
H -3.23839 -3.20165 -6.93850 0.341
```

Output
- total charge = -1
- highest occupied orbital energy (Eh) = -0.1880
- HOMO-LUMO gap (hartree) = 0.2516
- calculated total energy (eV) = -123216.47595
- E_LUMO (eV) = 1.73

---

# 2
ORCA calculation (ωB97M-V/def2-TZVPD) on an isolated ion of composition C31H48N2O3 and charge +2.

Geometry as XYZ:
```
84
Properties=species:S:1:pos:R:3:nbo_charge:R:1
C 10.80677 0.84824 1.18643 -0.638
C 9.34108 0.94949 1.58077 -0.214
H 9.22957 1.78337 2.27466 0.228
H 9.04057 0.03503 2.09670 0.227
N 8.37247 1.16435 0.45784 -0.206
C 8.84055 2.25456 -0.41587 -0.426
H 9.69042 1.91882 -1.00501 0.238
H 8.04510 2.56044 -1.09067 0.239
H 9.14368 3.10924 0.18429 0.238
C 8.24159 -0.10791 -0.31735 -0.217
C 7.53060 0.01403 -1.66477 -0.433
H 6.62647 0.61653 -1.58765 0.228
H 8.18995 0.47305 -2.40125 0.224
C 7.10307 -1.35684 -2.19978 -0.409
H 6.74483 -1.21154 -3.21880 0.234
H 7.95015 -2.04211 -2.23378 0.220
C 5.97960 -2.00454 -1.38351 -0.069
H 5.55155 -2.82445 -1.97018 0.202
O 5.00041 -1.02148 -1.10860 -0.523
C 3.74099 -1.41471 -0.74499 0.295
C 2.78451 -0.39123 -0.70482 -0.194
C 1.49494 -0.71072 -0.35369 -0.142
C 1.12335 -2.03154 -0.03759 0.038
C 2.07215 -3.03063 -0.06320 -0.188
C 3.38253 -2.71565 -0.41379 -0.279
H 4.11517 -3.50723 -0.42293 0.225
H 1.81838 -4.05008 0.18172 0.222
C -0.30517 -2.04773 0.26682 -0.081
C -1.15925 -3.06830 0.62338 -0.164
C -2.50342 -2.78309 0.84919 -0.278
C -2.99201 -1.48804 0.72097 0.299
C -2.12747 -0.44544 0.35756 -0.209
C -0.80271 -0.73634 0.13692 -0.060
C 0.30493 0.17830 -0.25049 0.547
O 0.25551 1.37053 -0.43344 -0.496
H -2.50586 0.55965 0.26029 0.233
O -4.29268 -1.12410 0.91814 -0.511
C -5.21449 -2.09023 1.38117 -0.061
C -6.53399 -1.37349 1.65827 -0.409
H -7.23274 -2.08504 2.09856 0.219
H -6.34465 -0.58005 2.38239 0.217
C -7.11334 -0.77364 0.37285 -0.426
C -8.36155 0.03886 0.70771 -0.214
H -8.08216 0.83396 1.40077 0.230
H -9.07560 -0.61078 1.21975 0.228
N -9.08257 0.66748 -0.44322 -0.211
C -9.65016 -0.38793 -1.30365 -0.418
H -10.19406 0.05336 -2.13505 0.238
H -8.85817 -1.01085 -1.71136 0.236
H -10.33160 -1.01334 -0.72995 0.234
C -8.16748 1.50256 -1.27903 -0.220
C -7.46961 2.63896 -0.54908 -0.641
H -8.16979 3.35930 -0.13672 0.223
H -6.84998 3.16599 -1.27055 0.257
H -6.81547 2.28365 0.24146 0.223
H -8.75807 1.90806 -2.10131 0.232
H -7.41937 0.83509 -1.70843 0.232
C -10.19833 1.48275 0.13983 -0.214
C -11.03894 2.27493 -0.84915 -0.641
H -11.82063 2.77683 -0.28388 0.259
H -11.53066 1.64406 -1.58335 0.224
H -10.46804 3.04399 -1.36069 0.222
H -10.84674 0.79236 0.68325 0.229
H -9.76216 2.17144 0.86440 0.230
H -6.33760 -0.15008 -0.07016 0.228
H -7.34131 -1.59000 -0.31304 0.212
H -5.35787 -2.87406 0.62466 0.177
H -4.85095 -2.55387 2.30617 0.196
H -3.15957 -3.59313 1.12512 0.225
H -0.80634 -4.08225 0.72931 0.222
H 3.06094 0.61960 -0.96009 0.232
H 6.36071 -2.42520 -0.44142 0.166
H 7.69909 -0.81148 0.31573 0.225
H 9.24240 -0.50564 -0.48884 0.228
C 7.03239 1.49221 1.04561 -0.217
C 6.88188 2.89624 1.61000 -0.638
H 7.61514 3.12482 2.37844 0.220
H 5.90003 2.96209 2.07223 0.256
H 6.92869 3.65829 0.83810 0.224
H 6.84049 0.76241 1.83512 0.227
H 6.28198 1.34647 0.26771 0.235
H 11.19394 1.78380 0.79463 0.226
H 11.00000 0.05635 0.46842 0.220
H 11.37396 0.61322 2.08377 0.258
```

Output
- SMILES = CC[N+](C)(CC)CCCCOc1ccc2c(c1)C(=O)c1cc(OCCCC[N+](C)(CC)CC)ccc1-2
- total charge = +2
- highest occupied orbital energy (Eh) = -0.4182
- energy relative to the best compared isomer or geometry (same formula, charge and spin) (kcal per mole) = 1.6
- HOMO-LUMO gap (hartree) = 0.2781
- calculated total energy (eV) = -42035.73803
- E_LUMO (eV) = -3.81

---

# 3
ORCA calculation (ωB97M-V/def2-TZVPD) on C31H49AsBrN6NaOSi3 as an isolated structure at a distorted geometry.

Geometry as XYZ:
```
93
Properties=species:S:1:pos:R:3:nbo_charge:R:1
Na 0.47267 0.06981 -0.16041 0.866
Br 3.19262 7.92125 -3.38291 0.034
C 2.29044 6.47361 -4.23370 -0.096
C 2.75170 5.18170 -4.04290 -0.222
C 2.10175 4.13685 -4.66096 -0.250
C 1.00397 4.37142 -5.50631 0.157
C 0.55577 5.69201 -5.67529 -0.235
C 1.18997 6.73515 -5.03709 -0.233
N 0.52765 3.40166 -6.34882 -0.231
N 0.41258 2.18283 -6.14236 -0.104
C 0.34965 1.50973 -4.96322 -0.065
C 0.79313 0.17870 -5.03742 -0.102
C 0.80973 -0.66257 -3.95722 -0.374
C 0.30347 -0.27284 -2.69746 0.480
O 0.26647 -1.05276 -1.70010 -0.813
C -0.20787 1.08641 -2.60577 0.011
N -0.71620 1.44620 -1.41629 -0.474
C -1.25047 2.63603 -1.28131 0.027
C -1.39459 3.53410 -2.33953 -0.245
C -0.89031 3.18226 -3.56464 -0.164
C -0.20508 1.96318 -3.72368 -0.001
H 3.61600 4.99599 -3.42213 0.224
H 2.46278 3.12581 -4.53289 0.226
H -0.30026 5.87104 -6.30950 0.224
H 0.84931 7.75009 -5.18308 0.228
H 1.18433 -0.14715 -5.99071 0.222
H 1.19766 -1.66697 -4.04991 0.217
H -1.63264 2.87164 -0.29768 0.185
H -1.90916 4.47267 -2.19348 0.221
H -1.04592 3.83031 -4.41127 0.224
C -2.43996 0.70481 3.48753 -1.099
Si -3.28629 -0.42332 2.18320 1.364
C -4.62785 -1.41169 3.14303 -1.097
C -4.20921 0.74349 0.97712 -1.102
As -1.53391 -1.47501 1.00665 -0.518
Si -0.91769 -3.03373 2.66445 1.353
C 0.18177 -2.01744 3.87533 -1.110
C -2.09838 -4.05051 3.79637 -1.095
C 0.20528 -4.35443 1.83605 -1.104
Si -2.75102 -2.77948 -0.52489 1.389
C -4.34132 -3.61924 0.16036 -1.100
C -3.25580 -1.62870 -1.95956 -1.105
C -1.68027 -4.16977 -1.27961 -1.105
H -3.10831 1.46851 3.87378 0.237
H -1.57785 1.20365 3.04689 0.231
H -2.08777 0.12424 4.33495 0.229
H -5.31189 -0.74514 3.66088 0.240
H -4.17996 -2.06115 3.88692 0.231
H -5.21882 -2.03306 2.47927 0.236
H -4.84087 1.46086 1.49243 0.238
H -4.84433 0.17988 0.30017 0.234
H -3.49473 1.29827 0.37320 0.236
H -0.42094 -1.50643 4.62007 0.234
H 0.72918 -1.26144 3.31314 0.232
H 0.89897 -2.62648 4.41674 0.229
H -2.56548 -3.43082 4.55518 0.230
H -1.55702 -4.83788 4.31399 0.241
H -2.88656 -4.52261 3.21816 0.234
H 0.71195 -3.93024 0.97223 0.227
H -0.38875 -5.19245 1.48711 0.238
H 0.95752 -4.75493 2.50771 0.234
H -5.11990 -2.88785 0.35268 0.229
H -4.14019 -4.14811 1.08762 0.228
H -4.74367 -4.33899 -0.54542 0.241
H -3.88390 -0.80922 -1.62136 0.231
H -3.78853 -2.15417 -2.74686 0.238
H -2.35842 -1.19862 -2.39405 0.250
H -1.49765 -4.97866 -0.57916 0.226
H -0.72440 -3.75782 -1.58780 0.254
H -2.15412 -4.59828 -2.15772 0.240
C 4.69082 -2.23692 2.65611 -0.413
C 3.32610 -2.69307 2.16143 -0.210
N 2.72508 -1.61528 1.41165 -0.607
C 2.82554 -0.30432 1.77045 0.627
N 1.99693 0.51995 1.22224 -0.676
C 2.15106 1.93143 1.49919 -0.227
C 3.60587 2.29798 1.76490 -0.421
C 4.08756 1.43147 2.91676 -0.196
N 3.84974 0.04007 2.60337 -0.449
C 4.50620 -0.94239 3.43518 -0.199
H 5.34369 -2.05333 1.80277 0.214
H 5.13823 -3.00124 3.28878 0.221
H 2.70128 -2.98117 3.01830 0.180
H 3.41532 -3.55546 1.49604 0.214
H 1.88288 -1.82420 0.89468 0.403
H 1.53831 2.19292 2.36951 0.180
H 1.75908 2.48232 0.64307 0.197
H 3.70736 3.35329 2.00944 0.221
H 4.19771 2.08300 0.87346 0.210
H 3.56563 1.71496 3.84174 0.181
H 5.16257 1.56395 3.07946 0.202
H 3.91698 -1.12946 4.34647 0.182
H 5.47799 -0.53867 3.73627 0.208
```

Output
- total charge = 0
- highest occupied orbital energy (Eh) = -0.2401
- HOMO-LUMO gap (hartree) = 0.2438
- calculated total energy (eV) = -202864.24827
- E_LUMO (eV) = 0.10

---

# 4
ORCA calculation (ωB97M-V/def2-TZVPD) on a 5-piece molecular cluster, C31H49BBr10F5N2O7PS2 overall at a distorted geometry.

Geometry as XYZ:
```
108
Properties=species:S:1:pos:R:3:mulliken_charge:R:1
C 3.68558 -2.82577 7.04602 -0.822
C 2.22150 -3.15899 6.46526 -0.103
O 1.29970 -2.02949 6.45329 -0.473
B 1.56403 -1.14087 5.35382 0.589
O 1.77979 0.27401 5.66855 -0.654
C 1.59860 -1.53211 3.77801 0.784
C 0.39231 -1.75976 3.05551 0.388
C -1.09560 -1.68266 3.61990 -0.674
C -1.58540 -0.22545 4.09718 -0.535
C -0.81338 1.01937 3.44327 -0.757
S -1.50686 1.47144 1.74300 0.293
C -0.87985 3.23072 1.52400 -0.125
S -1.19183 4.41156 2.71027 -0.272
N -0.07929 3.67041 0.37068 0.248
C 0.44773 2.53497 -0.44861 -0.404
C 1.05015 3.21615 -1.81130 -0.377
O -0.09010 3.52498 -2.65039 -0.460
C -1.16379 4.16889 -1.91377 0.344
C -0.76123 4.71498 -0.45534 -0.472
C 0.56439 -2.18902 1.49944 -0.086
O -0.36902 -2.86796 0.95147 -0.672
C 1.89965 -1.81931 0.66000 0.381
P 1.91891 -1.72648 -1.24398 0.704
N 3.13970 -2.56865 -1.89250 -0.717
O 1.96043 -0.07725 -1.66569 -0.150
O 0.46082 -2.50309 -1.85374 -0.185
C 3.08582 -1.56073 1.40818 -0.239
C 4.51111 -1.13481 0.82830 -0.649
C 4.72785 0.43595 1.24935 -0.424
C 5.87917 0.63052 2.36870 -0.838
C 6.49622 2.12157 2.35831 0.704
F 5.54906 3.09607 2.80500 -0.267
F 7.57551 2.12222 3.31445 -0.315
C 7.09545 2.57080 0.93133 0.663
F 8.30638 3.29239 1.13312 -0.252
F 7.42285 1.46700 0.08549 -0.230
F 6.13284 3.45224 0.32343 -0.218
C 2.98912 -1.71267 3.01719 -0.001
O 4.03859 -2.02074 3.68142 -0.615
H 4.05402 -1.76775 6.81253 0.182
H 3.65634 -2.94919 8.19887 0.305
H 4.41775 -3.57331 6.55049 0.260
H 2.29058 -3.62588 5.42068 0.149
H 1.75620 -3.94997 7.16596 0.308
H 2.56213 0.34473 6.26029 0.295
H -1.18152 -2.40412 4.50741 0.312
H -1.85390 -2.04713 2.82328 -0.171
H -2.69976 -0.12386 3.79813 0.403
H -1.56660 -0.17837 5.25477 0.336
H -1.06932 1.94018 4.10450 0.482
H 0.32717 0.94598 3.44457 0.157
H 1.27798 2.03223 0.18427 0.182
H -0.34014 1.78689 -0.80816 0.316
H 1.70178 4.11601 -1.53232 0.257
H 1.65479 2.37130 -2.31535 0.184
H -1.47132 5.10395 -2.53407 -0.330
H -2.11785 3.51400 -1.81133 0.198
H 0.00306 5.58103 -0.57744 0.082
H -1.69034 5.18030 0.01878 0.391
H 3.64197 -2.96835 -1.07459 0.277
H 1.57240 -0.01675 -2.58576 0.146
H 0.59774 -3.48389 -1.67141 0.404
H 4.59648 -1.15909 -0.31119 0.360
H 5.34485 -1.79696 1.28542 0.407
H 4.87174 1.10404 0.31935 0.484
H 3.74075 0.79973 1.74126 0.090
H 5.35760 0.49266 3.39608 0.240
H 6.71198 -0.15012 2.31528 0.388
Br 0.01607 8.55444 -2.00302 -0.131
C -1.02786 8.61587 -3.64793 -0.601
C -2.49927 8.43213 -3.36945 -0.601
Br -2.92064 6.56355 -3.00624 -0.098
H -0.61687 7.85651 -4.31410 0.361
H -0.83697 9.60449 -4.06913 0.366
H -3.09216 8.69162 -4.24852 0.335
H -2.85281 9.01041 -2.51543 0.375
Br -4.65139 2.45885 0.87664 -0.157
C -5.35221 0.90207 -0.06531 -0.651
C -5.74034 -0.19614 0.89323 -0.251
Br -4.17083 -1.13901 1.56198 -0.071
H -4.59013 0.59724 -0.78382 0.329
H -6.22827 1.26788 -0.60408 0.451
H -6.33355 -0.95845 0.38384 0.020
H -6.29029 0.16342 1.76327 0.415
Br -7.60775 -3.67476 -0.09645 -0.135
C -5.98572 -3.74185 -1.17679 -0.369
C -6.14708 -2.96068 -2.45756 -0.512
Br -7.21609 -3.94365 -3.75708 -0.155
H -5.75536 -4.79526 -1.33990 0.385
H -5.20926 -3.29721 -0.55068 0.080
H -5.17957 -2.81209 -2.94111 0.337
H -6.62929 -1.99290 -2.31541 0.358
Br 0.76629 -2.07784 -3.55478 -0.101
C -0.14804 -1.79170 -5.27751 -0.592
C 0.80716 -1.31358 -6.34952 -0.575
Br 1.24167 0.57307 -6.11350 -0.183
H -0.96481 -1.09339 -5.08777 0.400
H -0.56193 -2.76767 -5.54064 0.019
H 0.34570 -1.37678 -7.33877 0.393
H 1.75115 -1.85926 -6.36045 0.334
Br -3.52794 -7.33404 -3.25280 -0.134
C -4.40300 -7.02488 -4.96709 -0.394
C -3.42264 -6.52789 -6.00115 -0.584
Br -2.99561 -4.64709 -5.72179 -0.114
H -5.22509 -6.33166 -4.78396 0.174
H -4.80939 -7.99528 -5.25782 0.339
H -3.86109 -6.57448 -6.99967 0.332
H -2.47831 -7.07284 -5.99870 0.399
```

Output
- total charge = 0
- highest occupied orbital energy (Eh) = -0.2727
- HOMO-LUMO gap (hartree) = 0.2029
- calculated total energy (eV) = -795892.77553
- E_LUMO (eV) = -1.90